Entry from the OMol25 dataset: a 5-piece molecular cluster, H10O5 overall at a distorted geometry (ωB97M-V with the def2-TZVPD basis set).

Positions of all 15 atoms, in Å:
O1 1.71396 -1.44231 -1.13089
H1 1.81446 -0.74434 -0.48360
H2 1.88328 -1.01648 -1.97125
O2 0.28015 1.09219 -0.01813
H3 0.01958 1.86640 0.48080
H4 -0.46107 0.49230 0.06526
O3 2.20879 1.95528 -2.04307
H5 1.45857 1.92409 -1.44940
H6 2.18362 1.11775 -2.50583
O4 -2.34745 -0.24252 0.08024
H7 -2.63065 0.57310 0.49349
H8 -3.14572 -0.60827 -0.30083
O5 -0.91512 -1.35814 3.16861
H9 -1.16216 -2.25270 3.40308
H10 -0.90024 -1.35632 2.21152

Results
**Charge**: +1
**Relative energy (zero: lowest compared OMol25 entry of this formula, charge and spin)**: 160.0 kJ/mol
**LUMO energy (alpha / beta)**: -3.7987 / -11.9081 eV
**E**: -381.75805 Ha
**HOMO-LUMO gap (alpha / beta)**: 12.2400 / 2.4845 eV
**HOMO energy (alpha / beta)**: -16.0387 / -14.3926 eV
**Expectation value of S²**: 0.756
**2S+1**: 2

=====

Entry from the OMol25 dataset: a 3-piece molecular cluster, C23H34F5N3O7 overall at a distorted geometry (ωB97M-V with the def2-TZVPD basis set).

Positions of all 72 atoms, in Å:
C1 -2.25517 0.25230 -1.34772
C2 -2.72246 1.23164 -0.57501
C3 -2.00023 1.77741 0.64435
C4 -2.47301 1.01961 1.91167
F1 -3.83792 0.94937 1.82503
F2 -2.20359 1.67358 3.06605
C5 -1.98269 -0.43923 2.05512
F3 -0.78801 -0.38840 2.71632
F4 -2.82275 -1.14854 2.82712
C6 -2.51518 3.23810 0.93706
N1 -3.10859 3.94388 -0.23094
C7 -2.64075 5.05636 -0.44531
O1 -2.18423 6.03966 -0.85519
N2 -1.37464 3.93772 1.52377
C8 -0.22965 3.16511 1.52792
O2 0.74827 3.27652 2.20837
C9 -0.50002 2.07511 0.45787
F5 -0.47689 2.86058 -0.72134
C10 0.51374 0.95579 0.32195
C11 1.13224 0.85373 -1.09444
N3 1.88675 -0.39493 -1.14732
C12 3.24942 -0.27406 -0.59682
C13 4.18594 0.62988 -1.42175
C14 1.85395 -1.03444 -2.40253
C15 1.42122 -0.30851 -3.66696
O3 2.19810 -2.19358 -2.48718
H1 -1.55077 -0.49858 -1.00746
H2 -2.58270 0.25188 -2.38197
H3 -3.66224 1.67572 -0.87626
H4 -1.79113 -0.92563 1.09941
H5 -3.31086 3.28442 1.67968
H6 -1.56079 4.46363 2.36559
H7 1.30156 1.11718 1.06246
H8 0.10609 -0.02892 0.53719
H9 0.30096 0.88367 -1.79338
H10 1.74240 1.74605 -1.26602
H11 3.67418 -1.27740 -0.61213
H12 3.23937 0.00672 0.44207
H13 3.98902 1.67615 -1.16285
H14 4.00887 0.53506 -2.49363
H15 5.22491 0.44611 -1.15103
H16 1.83333 0.69398 -3.77367
H17 1.70961 -0.92886 -4.51197
H18 0.32679 -0.28572 -3.68520
O4 4.55866 -0.47738 1.77153
C16 5.65094 -0.89993 2.04638
O5 5.94373 -2.17481 1.74799
C17 7.25858 -2.72928 1.85109
C18 7.55096 -3.22155 3.25299
C19 6.65870 -0.05792 2.79173
H19 8.00705 -2.02002 1.49491
H20 7.27146 -3.56885 1.15828
H21 7.53010 -2.40734 3.97778
H22 8.53255 -3.69419 3.29432
H23 6.79836 -3.94695 3.56172
H24 6.45343 -0.12833 3.85903
H25 6.53852 0.97532 2.47481
H26 7.69396 -0.33171 2.60273
O6 -4.99212 -1.30223 -3.87589
C20 -5.81863 -1.52730 -3.03547
O7 -5.88655 -0.72582 -1.95658
C21 -6.93850 -0.77096 -0.98962
C22 -6.67237 -1.81092 0.07882
C23 -6.72047 -2.73686 -3.11577
H27 -7.90580 -0.91058 -1.47490
H28 -6.95685 0.21915 -0.53643
H29 -6.63038 -2.81646 -0.34079
H30 -7.45407 -1.78719 0.83851
H31 -5.71144 -1.62059 0.55787
H32 -6.19187 -3.59770 -2.70853
H33 -6.94660 -2.92192 -4.16291
H34 -7.67042 -2.61786 -2.59973

Results
**Charge**: 0
**LUMO energy**: 0.6104 eV
**E**: -2087.05662 Ha
**HOMO-LUMO gap**: 9.4818 eV
**SMILES string**: C=C[C@]1(C(F)(F)C(F)F)[C@H](N=C=O)NC(=O)[C@@]1(F)CCN(CC)C(C)=O.CCOC(C)=O.CCOC(C)=O
**HOMO energy**: -8.8715 eV

=====

Entry from the OMol25 dataset: an isolated ion of composition C6H15N4 and charge +1 at a distorted geometry (ωB97M-V with the def2-TZVPD basis set).

Positions of all 25 atoms, in Å:
C1 1.91333 0.66828 0.48463
C2 0.63414 1.30360 -0.23810
C3 -0.09631 -0.03304 -0.46395
C4 -2.13772 0.34622 0.43663
C5 -1.30171 -2.09612 0.29586
C6 -0.87358 -0.72113 0.53996
N1 1.95042 -0.59685 -0.22570
N2 2.85377 -1.29657 -0.55362
N3 -0.17690 -0.48468 -1.75033
N4 -0.00387 2.29438 0.58076
H1 2.75744 1.17420 0.43571
H2 1.54123 0.29830 1.45549
H3 0.98770 1.66085 -1.18795
H4 -1.85289 1.24837 0.99664
H5 -2.97312 0.07151 1.06414
H6 -2.43332 0.76368 -0.58016
H7 -1.60783 -2.56184 1.23153
H8 -0.49768 -2.77689 -0.11177
H9 -2.08139 -1.90858 -0.52259
H10 -0.42512 -0.38142 1.56020
H11 0.32284 -0.08171 -2.59114
H12 -0.39130 -1.44616 -1.87328
H13 -0.57725 2.85069 -0.01394
H14 0.66288 2.77099 1.21555
H15 3.80626 -1.06609 -0.18458

Results
**Charge**: +1
**Relative energy (zero: lowest compared OMol25 entry of this formula, charge and spin)**: 348.1 kJ/mol
**LUMO energy**: -3.4443 eV
**E**: -456.26345 Ha
**HOMO-LUMO gap**: 9.4230 eV
**SMILES string**: [H]/N=N\C[C@H](N)C(=[NH2+])C(C)C
**HOMO energy**: -12.8673 eV

=====

Entry from the OMol25 dataset: C43H40CeN3OP2S2 as an isolated structure at a distorted geometry (ωB97M-V with the def2-TZVPD basis set).

Positions of all 92 atoms, in Å:
Ce1 -0.28274 0.22266 0.64060
C1 0.77616 5.47199 5.67405
C2 -0.32665 4.82632 4.81626
C3 -1.67855 5.49924 5.10819
C4 -0.41245 3.34746 5.14450
C5 -0.54409 2.93459 6.47232
C6 -0.56831 1.60340 6.84704
C7 -0.45175 0.62653 5.87540
C8 -0.36267 1.00387 4.53747
P1 -0.03267 -0.24236 3.31112
C9 1.74190 -0.50430 3.25314
C10 2.39542 -1.63693 3.73560
C11 3.78221 -1.67351 3.72182
C12 4.51157 -0.59988 3.22534
C13 3.86426 0.52643 2.73157
C14 2.47984 0.57452 2.74743
C15 -0.91426 -1.76935 3.55094
C16 -0.53223 -2.85102 2.74305
C17 -1.27973 -4.01953 2.75529
C18 -2.40334 -4.10844 3.56420
C19 -2.79364 -3.02911 4.35209
C20 -2.06365 -1.85350 4.33993
C21 -0.35650 2.35365 4.18253
O1 -0.26499 2.63132 2.81329
C22 -0.00285 3.95454 2.43529
C23 0.25600 4.16990 1.08014
C24 0.59674 5.44308 0.62932
C25 0.62574 6.49939 1.52191
C26 0.31499 6.26739 2.84928
C27 0.00714 4.99823 3.34544
P2 0.02529 2.87887 -0.12938
C28 1.25251 2.97539 -1.42901
C29 0.97044 3.57815 -2.65632
C30 1.95565 3.64305 -3.62899
C31 3.21183 3.10291 -3.38439
C32 3.49436 2.49484 -2.16673
C33 2.51626 2.42786 -1.18924
C34 -1.61149 3.09985 -0.86031
C35 -2.29195 4.31701 -0.89199
C36 -3.51071 4.40603 -1.54838
C37 -4.06653 3.28882 -2.16432
C38 -3.41847 2.06232 -2.10536
C39 -2.20254 1.97981 -1.44539
H1 0.55954 5.36464 6.73509
H2 0.84755 6.54055 5.48034
H3 1.74835 5.02016 5.47448
H4 -1.94142 5.39066 6.16054
H5 -2.47778 5.06135 4.50789
H6 -1.62940 6.56573 4.88802
H7 -0.61948 3.68908 7.24381
H8 -0.65460 1.33091 7.88938
H9 -0.42075 -0.41902 6.15532
H10 1.83778 -2.47126 4.13982
H11 4.29770 -2.53974 4.11419
H12 5.59274 -0.63864 3.23115
H13 4.43714 1.36553 2.35995
H14 1.97910 1.49064 2.42976
H15 0.36280 -2.80094 2.12994
H16 -0.97681 -4.86170 2.14826
H17 -2.97726 -5.02514 3.58843
H18 -3.66812 -3.11109 4.98339
H19 -2.38222 -1.01491 4.94546
H20 0.83770 5.60310 -0.41493
H21 0.88156 7.49437 1.18602
H22 0.32040 7.10399 3.53483
H23 -0.01070 3.99168 -2.85608
H24 1.74399 4.11554 -4.57838
H25 3.97543 3.15540 -4.14878
H26 4.47432 2.07597 -1.98298
H27 2.75150 1.96523 -0.23402
H28 -1.86911 5.19582 -0.42270
H29 -4.02115 5.35849 -1.59849
H30 -5.00380 3.38186 -2.69732
H31 -3.83903 1.18962 -2.58654
H32 -1.69978 1.01026 -1.44396
S1 4.05564 -1.56162 -0.47508
C40 2.57480 -1.19382 -0.27766
N1 1.39734 -0.90601 -0.14003
C41 -4.42829 1.74223 1.38478
N2 -4.90870 0.75973 0.41615
C42 -4.27726 -0.34160 0.06190
S2 -2.81033 -0.84515 0.87970
N3 -4.78394 -1.14834 -0.85548
C43 -6.07678 -0.94274 -1.50735
H33 -5.21497 2.47752 1.52616
H34 -3.53798 2.24581 1.00580
H35 -4.21171 1.26248 2.33694
H36 -5.81677 0.92839 0.00728
H37 -4.30602 -2.02495 -0.99564
H38 -6.12089 0.04792 -1.96211
H39 -6.89684 -1.06608 -0.79823
H40 -6.18325 -1.68102 -2.29583

Results
**Charge**: +3
**Relative energy (zero: lowest compared OMol25 entry of this formula, charge and spin)**: 0.0 kJ/mol
**LUMO energy (alpha / beta)**: -10.2461 / -10.2453 eV
**E**: -3855.45227 Ha
**HOMO-LUMO gap (alpha / beta)**: 5.6729 / 5.6736 eV
**HOMO energy (alpha / beta)**: -15.9190 / -15.9190 eV